1.
Computed, not measured: the molecule C6H12OS, with ωB97M-V/def2-TZVPD.

Output
E_HOMO: -0.3323 hartree
Kohn-Sham gap: 9.97 eV

```
! wB97M-V def2-TZVPD RIJCOSX def2/J DEFGRID3
* xyz 0 1
H -2.48 1.93 1.11
S 0.35 -0.07 -2.44
C 1.53 -1.17 1.43
H 2.70 -1.00 -0.37
C 1.65 -1.13 -0.09
O 0.27 1.29 -2.97
H -0.85 1.34 1.41
H 2.12 -1.98 1.84
C -1.59 0.93 -0.58
H 1.89 -0.24 1.87
H -1.01 -1.19 -0.70
C -0.63 -0.19 -0.88
C -1.79 1.11 0.92
H -2.20 0.20 1.36
H -1.19 1.85 -1.02
H 1.31 -2.08 -0.51
H 0.49 -1.31 1.73
H -2.55 0.72 -1.06
H 1.15 0.99 -0.37
C 0.83 -0.01 -0.66
*
```

2.
Computed, not measured: the molecule C6H12OS, with ωB97M-V/def2-TZVPD.

Output
E_HOMO: -0.3087 hartree
SMILES string: C=C(C)[C@H](C)CSO
Kohn-Sham gap: 9.10 eV

```
! wB97M-V def2-TZVPD RIJCOSX def2/J DEFGRID3
* xyz 0 1
H 0.91 1.13 0.41
C -1.18 1.30 0.71
C -0.61 -1.66 -0.64
O 2.68 1.68 -1.45
C 0.07 -0.89 0.15
H 1.13 -0.56 2.05
C 0.03 0.62 0.07
H 1.90 -1.83 0.96
H -2.05 0.74 0.52
H -1.36 2.32 0.39
S 1.52 0.92 -2.33
C -0.04 1.23 -1.44
H -1.17 1.39 1.72
H -1.38 -1.20 -1.22
H -0.93 0.94 -2.13
H 0.47 -2.18 1.93
H -0.57 -2.72 -0.59
H -0.07 2.43 -1.25
H 3.00 2.45 -1.90
C 0.91 -1.39 1.33
*
```

3.
Computed, not measured: the molecule C6H12OS, with ωB97M-V/def2-TZVPD.

Output
E_HOMO (spin up / spin down): -0.2937 / -0.3224 hartree
Kohn-Sham gap (spin up / spin down): 7.21 / 8.91 eV

```
! wB97M-V def2-TZVPD RIJCOSX def2/J DEFGRID3
* xyz 0 1
H -1.28 -2.87 -0.15
C -0.68 -0.89 -0.10
C 0.03 0.99 1.28
H 0.37 2.29 -0.90
C 1.64 -0.06 -0.19
O -2.76 1.16 0.08
H -1.18 1.48 -1.22
H 0.41 -2.71 -0.50
H 2.02 -0.84 0.48
C -0.47 -2.36 0.10
H 0.55 1.92 1.46
H 0.06 -2.56 0.99
C 0.26 0.29 -0.08
H 0.39 0.94 -2.18
C -0.07 1.31 -1.24
H 1.96 -0.44 -1.14
H 2.34 0.91 -0.06
H -1.05 1.47 1.32
H 0.15 0.33 2.07
S -2.71 -0.35 0.00
*
```

Name the most stable of them. 1.

1.
Computed, not measured: a cluster of 2 separate species, C2H5O2 in total, with ωB97M-V/def2-TZVPD.

Output
E_HOMO: -0.0837 hartree
Kohn-Sham gap: 7.01 eV

```
! wB97M-V def2-TZVPD RIJCOSX def2/J DEFGRID3
* xyz -1 1
O -0.33 -1.13 -0.20
H -2.33 -0.80 0.19
O 2.57 0.34 0.90
H -0.63 1.70 -0.37
H -2.37 1.41 -0.75
C -1.46 0.97 -0.61
C -1.33 -0.37 -0.35
H 2.52 -0.17 0.10
H 1.60 0.58 1.00
*
```

2.
Computed, not measured: a cluster of 2 separate species, C2H5O2 in total, with ωB97M-V/def2-TZVPD.

Output
E_HOMO: -0.0751 hartree
Kohn-Sham gap: 5.53 eV

```
! wB97M-V def2-TZVPD RIJCOSX def2/J DEFGRID3
* xyz -1 1
C 0.41 2.25 0.20
O 0.87 1.21 -0.57
O -0.54 -4.29 -0.73
C -0.42 1.99 1.28
H -1.50 -4.35 -0.92
H -0.76 0.99 1.52
H -0.95 2.62 1.96
H 0.81 3.37 -0.02
H -0.13 -3.50 -1.01
*
```

Name the most stable of them. 1.

1.
Computed, not measured: the molecule C3H6ClFN2S, with ωB97M-V/def2-TZVPD.

Output
E_HOMO: -0.3504 hartree
SMILES string: [H]/N=C(/N)[C@H](S)[C@@H](F)Cl
Kohn-Sham gap: 10.01 eV

```
! wB97M-V def2-TZVPD RIJCOSX def2/J DEFGRID3
* xyz 0 1
F 2.02 0.24 -0.88
H -2.33 -1.87 -0.74
N -1.27 0.77 1.51
S -1.14 -1.92 -0.07
H 0.81 1.76 -0.56
Cl 1.89 -1.14 1.25
C -0.18 -0.42 -0.40
N -0.03 1.94 -0.03
C 1.27 -0.83 -0.37
H -0.33 -0.11 -1.44
H -1.65 -0.16 1.65
H 0.04 2.70 0.64
H 1.45 -1.72 -1.01
C -0.55 0.77 0.46
*
```

2.
Computed, not measured: the molecule C3H6ClFN2S, with ωB97M-V/def2-TZVPD.

Output
E_HOMO: -0.3602 hartree
SMILES string: [H]/N=C(\NS)[C@](C)(F)Cl
Kohn-Sham gap: 10.33 eV

```
! wB97M-V def2-TZVPD RIJCOSX def2/J DEFGRID3
* xyz 0 1
H 1.42 -1.76 1.09
H 2.74 0.79 0.69
H -0.26 -2.79 0.14
C -1.19 1.30 0.03
H -0.55 1.69 0.81
Cl 0.94 1.10 -1.69
H -1.57 2.09 -0.60
C 0.02 -0.96 -0.14
N 1.11 -0.88 0.73
C -0.46 0.31 -0.86
S 1.76 0.45 1.55
N -0.62 -2.03 -0.40
F -1.32 -0.06 -1.85
H -2.03 0.76 0.49
*
```

Name the most stable of them. 1.

1.
Computed, not measured: a cluster of 4 separate species, C10H16Br2NO9 in total, with ωB97M-V/def2-TZVPD.

Output
E_HOMO: -0.2081 hartree
Kohn-Sham gap: 7.94 eV

```
! wB97M-V def2-TZVPD RIJCOSX def2/J DEFGRID3
* xyz -1 1
H -1.08 -1.19 -2.00
H -2.52 -0.12 -2.24
C 0.63 2.41 -2.01
H 1.26 3.37 2.22
Br -0.33 0.93 -4.24
O 1.60 -2.41 0.36
C 2.01 1.47 3.04
O -4.16 -2.29 -2.50
H -2.96 -3.17 0.07
C -3.15 -2.20 -0.39
H -2.51 -1.51 0.16
H 0.67 3.25 -2.72
N 0.43 -2.02 0.49
O 3.54 -0.24 2.83
O -4.52 -1.82 -0.41
O -6.29 -2.24 -1.72
C -2.86 -2.29 -1.92
C 2.06 3.01 2.87
H 2.02 1.36 -3.17
O 2.68 1.19 4.24
H -2.35 -3.23 -2.13
H 3.36 1.19 1.33
C 1.00 1.23 -2.83
H 2.05 -0.05 1.42
O -0.41 -2.80 0.97
O 0.14 -0.86 0.08
H -0.34 2.37 -1.52
H 1.99 3.54 3.82
H 2.91 3.27 2.24
H 0.96 1.20 2.93
H -1.83 -1.22 -3.52
C 2.74 0.57 1.98
C 3.40 0.04 4.10
O 3.94 -0.52 5.02
C -5.08 -2.19 -1.56
H 1.03 0.36 -2.17
C -2.06 -1.07 -2.47
Br 2.02 2.70 -0.64
*
```

2.
Computed, not measured: a cluster of 4 separate species, C10H16Br2NO9 in total, with ωB97M-V/def2-TZVPD.

Output
E_HOMO: -0.2168 hartree
Kohn-Sham gap: 8.23 eV

```
! wB97M-V def2-TZVPD RIJCOSX def2/J DEFGRID3
* xyz -1 1
O -0.79 -0.87 -3.16
O -1.30 1.27 -2.66
Br -3.68 3.49 -0.85
O 4.36 0.10 -1.50
C 2.98 0.39 -1.71
C 0.42 -2.32 1.08
O -0.32 -0.05 -1.16
C 4.90 1.06 -0.73
N -0.82 0.11 -2.34
C -0.74 -2.69 1.97
H 2.03 3.66 -1.21
Br -1.62 1.15 2.55
H 1.31 -2.83 1.45
O -2.86 -3.42 1.30
O -2.57 -5.61 1.85
C -2.16 -4.49 1.75
O 5.99 1.05 -0.29
C 2.67 1.64 -0.89
C -2.12 -2.20 1.50
H 2.78 0.57 -2.76
H -0.44 -2.30 2.95
O -0.88 -4.14 2.00
C -2.89 2.23 1.55
C -2.84 1.99 0.07
H -1.81 1.93 -0.28
H -2.60 3.27 1.69
C 1.99 2.69 -1.71
H 2.40 -0.47 -1.41
H 0.25 -2.60 0.04
O 4.01 2.04 -0.48
H 2.18 1.41 0.05
H -3.31 1.07 -0.28
H -3.86 2.09 2.01
H 0.94 2.39 -1.75
H 0.59 -1.24 1.07
H -2.55 -1.62 2.32
H 2.45 2.80 -2.69
H -2.11 -1.53 0.65
*
```

Name the most stable of them. 2.

1.
Computed, not measured: a cluster of 2 separate species, C3H9NO2S in total, with ωB97M-V/def2-TZVPD.

Output
E_HOMO: -0.0030 hartree
Kohn-Sham gap: 6.01 eV

```
! wB97M-V def2-TZVPD RIJCOSX def2/J DEFGRID3
* xyz -2 1
N 0.22 0.30 0.41
H -2.01 -0.10 1.33
H 1.78 0.64 -0.94
C -0.86 -0.04 -0.43
H -0.68 -1.08 -0.67
H 1.65 -1.13 -0.49
H -2.30 1.35 0.15
H 4.30 1.62 -0.45
C -2.15 0.32 0.28
H 0.15 -0.02 1.40
H 3.38 0.38 0.47
C 1.60 0.01 -0.08
O 4.59 0.70 -0.30
O 2.53 0.22 1.04
S -3.48 -0.83 -0.42
H -0.68 0.46 -1.49
*
```

2.
Computed, not measured: a cluster of 2 separate species, C3H9NO2S in total, with ωB97M-V/def2-TZVPD.

Output
E_HOMO: 0.0073 hartree
Kohn-Sham gap: 5.90 eV

```
! wB97M-V def2-TZVPD RIJCOSX def2/J DEFGRID3
* xyz -2 1
S -1.19 3.52 0.32
H 0.32 1.27 1.14
H -0.98 0.08 1.15
H 0.20 0.41 -1.33
O 1.63 -1.79 0.38
H -0.74 -2.18 0.04
H -2.28 1.35 0.20
N 0.22 -0.14 -0.50
H -1.49 1.72 -1.36
H 2.35 -0.42 -0.94
C -0.41 0.75 0.42
C 1.68 -0.56 -0.07
C -1.38 1.72 -0.33
H 1.97 -0.02 0.75
O -0.46 -3.09 0.02
H 0.57 -2.63 0.11
*
```

Name the most stable of them. 1.

1.
Computed, not measured: the molecule C2H6N4, with ωB97M-V/def2-TZVPD.

Output
E_HOMO: -0.2511 hartree
SMILES string: Nc1[nH][nH]c1N
Kohn-Sham gap: 7.88 eV

```
! wB97M-V def2-TZVPD RIJCOSX def2/J DEFGRID3
* xyz 0 1
H -0.39 1.39 2.24
H -1.87 -0.82 -1.29
N -0.96 -1.24 -1.17
H 1.59 1.62 0.06
H -1.49 0.19 1.89
C 0.00 0.39 0.55
N 1.39 0.69 0.42
H -0.60 -1.58 -2.06
N -0.88 0.90 1.50
N 1.32 -0.18 -0.91
H 1.94 -0.96 -0.69
C -0.05 -0.40 -0.54
*
```

2.
Computed, not measured: the molecule C2H6N4, with ωB97M-V/def2-TZVPD.

Output
E_HOMO: -0.3374 hartree
SMILES string: [H]/N=C(N)/C(N)=N/[H]
Kohn-Sham gap: 10.33 eV

```
! wB97M-V def2-TZVPD RIJCOSX def2/J DEFGRID3
* xyz 0 1
C 0.12 0.57 0.50
H 1.72 1.83 1.00
C -0.12 -0.57 -0.47
N -1.41 -1.00 -0.49
H -0.62 1.75 1.79
H -1.70 -1.85 -1.00
N 0.87 -0.98 -1.17
H 2.04 0.61 -0.21
H -2.05 -0.60 0.20
N 1.42 0.97 0.51
N -0.88 1.00 1.15
H 0.59 -1.73 -1.81
*
```

Name the most stable of them. 2.

1.
Computed, not measured: the ion C4H5O4 with charge -1, with ωB97M-V/def2-TZVPD.

Output
E_HOMO: -0.1800 hartree
Kohn-Sham gap: 7.53 eV

```
! wB97M-V def2-TZVPD RIJCOSX def2/J DEFGRID3
* xyz -1 1
C 0.54 0.14 -0.62
H -0.47 -0.49 1.19
O 1.98 0.32 1.42
H 0.51 1.17 -0.99
C -2.07 -0.04 -0.22
O 2.25 -0.10 -0.83
C 1.78 -0.33 0.38
H 1.59 -1.40 0.67
H 0.27 -0.50 -1.45
O -2.20 -1.09 -0.86
H -0.65 1.18 0.91
O -2.85 0.91 0.00
C -0.68 0.23 0.39
*
```

2.
Computed, not measured: the ion C4H5O4 with charge -1, with ωB97M-V/def2-TZVPD.

Output
E_HOMO: -0.1473 hartree
SMILES string: O=C([O-])CCC(=O)O
Kohn-Sham gap: 7.03 eV

```
! wB97M-V def2-TZVPD RIJCOSX def2/J DEFGRID3
* xyz -1 1
C -2.08 -0.51 -0.66
H -0.29 -0.05 1.39
O 2.03 1.49 0.88
H 2.99 1.52 0.98
O -2.43 0.40 -1.44
C -0.51 -0.72 -0.65
C 1.57 0.27 0.52
C 0.08 0.23 0.38
O 2.26 -0.71 0.43
H -0.18 -1.74 -0.55
H -0.41 1.19 0.17
O -2.82 -1.09 0.17
H -0.22 -0.27 -1.62
*
```

Name the most stable of them. 2.

1.
Computed, not measured: the ion C3H8NO with charge -1, with ωB97M-V/def2-TZVPD.

Output
E_HOMO: -0.0247 hartree
Kohn-Sham gap: 4.76 eV

```
! wB97M-V def2-TZVPD RIJCOSX def2/J DEFGRID3
* xyz -1 1
H 1.73 -0.73 1.10
C -1.15 0.22 0.55
H -1.10 -0.52 1.40
H 0.45 -1.65 0.29
H 0.79 1.37 0.53
N -2.01 -0.34 -0.46
C 1.13 -0.80 0.18
H 0.73 1.71 -1.44
H -1.47 -0.91 -1.11
C 0.30 0.52 0.01
H 1.84 -0.89 -0.66
H -1.56 1.16 0.99
O 0.31 0.86 -1.39
*
```

2.
Computed, not measured: the ion C3H8NO with charge -1, with ωB97M-V/def2-TZVPD.

Output
E_HOMO: -0.0929 hartree
SMILES string: CCNC[O-]
Kohn-Sham gap: 6.88 eV

```
! wB97M-V def2-TZVPD RIJCOSX def2/J DEFGRID3
* xyz -1 1
H -0.15 -2.33 -0.22
H -1.69 1.94 0.84
H 1.41 -2.18 -1.19
H -0.34 -1.37 -1.70
H 1.18 -0.28 0.66
H -1.01 0.93 2.11
N -0.70 0.32 0.00
H 1.29 0.26 -1.00
O 0.31 2.24 1.24
C 0.67 -0.25 -0.24
C -0.72 1.48 1.15
H -0.66 0.93 -0.80
C 0.41 -1.70 -0.87
*
```

Name the most stable of them. 2.

1.
Computed, not measured: the molecule C5H9N3, with ωB97M-V/def2-TZVPD.

Output
E_HOMO: -0.3067 hartree
SMILES string: C1=NNCC12CNC2
Kohn-Sham gap: 9.30 eV

```
! wB97M-V def2-TZVPD RIJCOSX def2/J DEFGRID3
* xyz 0 1
C -0.47 -1.14 -0.15
H 0.75 1.26 -1.78
H 0.27 -1.46 -1.04
N -1.68 -0.48 -0.63
H 1.13 -1.63 0.91
H -1.21 1.90 1.37
C -1.08 0.80 0.87
H 1.21 2.02 -0.15
H 3.15 0.13 -0.12
H -2.44 -0.96 -1.03
N -2.12 0.42 0.10
H 2.18 -0.37 1.85
N 2.09 -0.10 -0.38
H -0.49 -1.70 0.81
C 1.15 0.96 -0.79
C 1.41 -0.55 0.80
C 0.23 0.26 0.20
*
```

2.
Computed, not measured: a cluster of 2 separate species, C5H9N3 in total, with ωB97M-V/def2-TZVPD.

Output
E_HOMO: -0.3329 hartree
Kohn-Sham gap: 9.73 eV

```
! wB97M-V def2-TZVPD RIJCOSX def2/J DEFGRID3
* xyz 0 1
H -2.18 2.22 0.50
H 3.48 0.91 0.87
H -1.74 -2.05 -1.01
C -1.30 1.94 -0.10
H -0.19 -0.83 1.54
N 0.82 0.92 0.20
C 2.69 -0.09 0.05
H -1.71 1.60 -1.22
N -1.37 -0.27 -0.08
H -1.73 -2.05 1.38
H 3.25 -1.07 -0.17
H 0.11 -1.46 -1.22
C -0.42 0.77 0.10
C -0.81 -1.57 -0.66
H -0.63 2.74 -0.09
C -0.97 -1.47 0.84
N 1.43 -0.29 -0.40
*
```

3.
Computed, not measured: a structure of composition C5H9N3, with ωB97M-V/def2-TZVPD.

Output
E_HOMO: -0.3035 hartree
Kohn-Sham gap: 9.05 eV

```
! wB97M-V def2-TZVPD RIJCOSX def2/J DEFGRID3
* xyz 0 1
C 0.45 0.55 -0.88
H -0.34 0.39 1.92
C -0.74 0.26 -0.10
H -2.78 -0.51 0.26
N 1.06 -1.68 -0.19
H 2.07 1.62 -0.17
H 0.55 1.43 -1.68
N -1.96 -0.59 -0.43
H 1.00 -1.16 -2.21
C 0.97 -0.79 -1.16
C 0.93 1.25 0.31
N 0.59 -1.19 1.05
H -1.89 -1.57 -0.28
H -1.19 1.35 0.05
H 0.37 2.14 0.67
H 0.83 -1.66 1.84
C 0.08 0.16 1.00
*
```

Name the most stable of them. 3.

1.
Computed, not measured: a structure of composition C5H9N3, with ωB97M-V/def2-TZVPD.

Output
E_HOMO: -0.3247 hartree
Kohn-Sham gap: 9.71 eV

```
! wB97M-V def2-TZVPD RIJCOSX def2/J DEFGRID3
* xyz 0 1
H 3.03 -0.16 0.78
H -2.05 -1.95 -0.41
H 0.87 1.12 -0.44
C -1.22 1.12 -0.03
H 2.82 -0.65 -0.68
C -1.50 -1.16 -0.75
H -0.32 -1.47 -0.81
H -0.59 3.47 0.29
H -2.38 -0.08 0.81
N 2.68 0.17 -0.27
N -0.44 -0.51 1.33
H -1.99 -0.59 -1.86
C 0.61 -0.46 0.76
N 1.20 0.24 -0.27
C -0.70 2.37 0.10
H 1.40 -1.23 1.17
C -1.44 -0.23 0.29
*
```

2.
Computed, not measured: the molecule C5H9N3, with ωB97M-V/def2-TZVPD.

Output
E_HOMO: -0.3282 hartree
SMILES string: CN(C)n1cccn1
Kohn-Sham gap: 9.99 eV

```
! wB97M-V def2-TZVPD RIJCOSX def2/J DEFGRID3
* xyz 0 1
C 2.40 -0.47 0.08
H -1.93 1.40 1.06
N -0.95 -0.43 0.11
N 0.79 0.92 -0.18
H 2.76 1.82 -0.53
H -0.80 0.17 2.20
N 0.39 -0.31 -0.11
C -1.59 -0.09 -1.23
C 1.37 -1.19 0.13
H 3.48 -0.59 0.50
H 1.09 -2.17 -0.04
C 2.10 0.94 -0.13
H -2.51 -0.23 -0.80
H -2.35 -0.25 1.18
C -1.47 0.25 1.24
H -1.43 0.96 -1.45
H -1.35 -0.73 -2.03
*
```

Name the most stable of them. 2.

1.
Computed, not measured: a cluster of 2 separate species, C5H9N3 in total, with ωB97M-V/def2-TZVPD.

Output
E_HOMO: -0.3007 hartree
SMILES string: [H]/N=C(C)\C=N\[H].CC#N
Kohn-Sham gap: 8.38 eV

```
! wB97M-V def2-TZVPD RIJCOSX def2/J DEFGRID3
* xyz 0 1
N -0.40 1.44 2.09
H -0.11 -2.34 1.93
H -2.08 2.31 0.29
N 0.79 1.10 -0.93
H 2.80 -1.36 -1.35
C -1.83 1.27 0.14
N -0.02 -1.33 1.91
C 2.04 -0.84 -1.93
C 1.18 -0.01 -1.08
H -1.59 1.15 -0.92
H -0.50 0.83 2.90
H -2.70 0.66 0.39
H 1.53 -1.53 -2.58
H 2.61 -0.21 -2.62
C -0.64 0.93 0.98
C -0.29 -0.77 0.81
H -0.78 -1.27 -0.03
*
```

2.
Computed, not measured: the molecule C5H9N3, with ωB97M-V/def2-TZVPD.

Output
E_HOMO: -0.3053 hartree
SMILES string: [H]/N=C/N(C=C)/N=C/C
Kohn-Sham gap: 9.29 eV

```
! wB97M-V def2-TZVPD RIJCOSX def2/J DEFGRID3
* xyz 0 1
C -2.87 -0.69 -0.10
N -0.36 -0.73 -0.01
H 2.39 1.11 -0.39
C 1.30 1.09 -0.27
H -0.23 2.29 0.59
N 0.84 -0.20 -0.09
N 3.00 -1.12 -0.13
H 3.25 -2.08 0.11
H -1.31 0.95 -0.20
H -3.32 -0.26 -0.99
H 1.37 3.07 0.03
H -2.90 -1.89 -0.04
C 1.79 -1.17 0.15
H -3.50 -0.36 0.83
C 0.72 2.23 0.13
H 1.27 -2.17 0.43
C -1.45 -0.06 -0.04
*
```

3.
Computed, not measured: the molecule C5H9N3, with ωB97M-V/def2-TZVPD.

Output
E_HOMO: -0.2417 hartree
SMILES string: C/C(N)=C1\C=NNC1
Kohn-Sham gap: 7.46 eV

```
! wB97M-V def2-TZVPD RIJCOSX def2/J DEFGRID3
* xyz 0 1
H -0.90 -2.27 0.12
H 2.53 -1.11 0.89
N -2.61 0.39 -0.14
H -1.27 1.59 0.99
N 1.62 1.12 0.03
C -1.34 1.05 0.02
H -3.55 0.75 0.00
H 2.71 -1.02 -0.88
C -1.22 -1.24 0.02
H 1.50 -2.08 -0.14
C 1.96 -1.14 -0.05
H -1.25 1.84 -0.74
H 2.62 1.20 -0.08
C 0.94 -0.06 -0.05
H 1.19 2.02 0.01
C -0.42 -0.11 -0.02
N -2.51 -0.95 0.03
*
```

4.
Computed, not measured: the molecule C5H9N3, with ωB97M-V/def2-TZVPD.

Output
E_HOMO: -0.3489 hartree
SMILES string: [H]/N=C(\C)N(C)CC#N
Kohn-Sham gap: 10.31 eV

```
! wB97M-V def2-TZVPD RIJCOSX def2/J DEFGRID3
* xyz 0 1
H 1.97 -0.50 1.25
C 0.76 0.55 -0.17
C 1.99 -0.26 0.18
H -1.87 1.69 0.09
N -0.46 0.11 0.30
H 2.90 0.30 -0.03
H -0.77 1.84 1.48
C -1.18 -0.83 -0.58
C -0.82 -2.24 -0.30
H -2.08 0.66 1.53
H -0.98 -0.60 -1.63
C -1.34 1.13 0.87
H 2.00 -1.18 -0.39
N 0.86 1.61 -0.90
N -0.56 -3.35 -0.10
H -2.27 -0.73 -0.44
H 1.84 1.78 -1.16
*
```

Name the most stable of them. 4.